This record from the OMol25 dataset describes a single C23H30N4O3 molecule. The level of theory is wB97M-V/def2-TZVPD.

The value obtained for the gap between HOMO and LUMO is 8.3782 eV. The value obtained for the HOMO energy is -7.780 eV. The total charge is 0. The SMILES is CCCC(=O)Nc1cccc(NC(=O)CN2CCN(c3ccccc3OC)CC2)c1. Its energy above the lowest of the compared OMol25 structures with the same formula, charge and spin is 44.82 kcal/mol.

Structure (XYZ):
```
60
Properties=species:S:1:pos:R:3:mulliken_charge:R:1
C -5.72416 -0.19019 4.17570 -1.322
C -5.28647 0.83110 3.13475 -0.377
C -3.92492 0.48244 2.54051 -0.393
C -3.52225 1.46202 1.44682 0.393
O -4.27590 2.28497 0.98154 -0.657
N -2.22642 1.28475 1.05316 0.030
C -1.50897 1.95478 0.05609 0.007
C -2.05981 2.95329 -0.74262 -0.664
C -1.28001 3.54743 -1.71915 -0.804
C 0.03215 3.16588 -1.93200 -0.555
C 0.58392 2.16581 -1.13695 0.162
N 1.88710 1.69999 -1.29353 0.017
C 2.84830 2.06233 -2.17569 0.630
O 2.78374 2.95665 -2.98854 -0.681
C 4.10723 1.19759 -1.99373 -0.824
N 3.74851 -0.09383 -1.45913 0.317
C 4.69125 -0.77036 -0.59695 -0.954
C 3.87127 -1.70769 0.31927 -1.118
N 2.67702 -2.14696 -0.37037 0.264
C 1.43963 -2.07500 0.23752 0.328
C 1.35250 -2.34158 1.60714 -0.447
C 0.15134 -2.30971 2.29047 -1.008
C -1.01634 -2.03288 1.60966 -0.470
C -0.96618 -1.76799 0.24824 -0.590
C 0.23529 -1.76373 -0.44272 0.841
O 0.32226 -1.43859 -1.77463 -0.205
C -0.84345 -1.05711 -2.46154 -0.948
C 2.89500 -2.33858 -1.77969 -1.142
C 3.23245 -1.00226 -2.46690 -0.650
C -0.18468 1.57652 -0.13858 -0.046
H -5.80581 -1.18061 3.73204 0.329
H -5.00610 -0.23886 4.99217 0.322
H -6.69275 0.07982 4.58838 0.379
H -5.23254 1.82292 3.58649 0.352
H -6.01912 0.88102 2.32817 0.307
H -3.16071 0.47689 3.32181 0.413
H -3.96283 -0.51755 2.09826 0.160
H -1.70550 0.54765 1.51193 0.041
H -3.08224 3.25395 -0.59343 0.559
H -1.71000 4.32364 -2.33373 0.383
H 0.63000 3.62662 -2.69975 0.543
H 2.13975 0.88396 -0.74012 -0.145
H 4.63626 1.14669 -2.95756 0.326
H 4.75434 1.72250 -1.28486 0.357
H 5.44057 -1.34221 -1.16868 0.389
H 5.22347 -0.03947 0.01406 0.404
H 3.57964 -1.16234 1.21851 0.617
H 4.48915 -2.56688 0.61739 0.313
H 2.25035 -2.60466 2.14373 0.551
H 0.13204 -2.52131 3.34879 0.412
H -1.96614 -2.03316 2.12265 0.496
H -1.88364 -1.54032 -0.27087 0.230
H -0.51837 -0.81733 -3.47317 0.277
H -1.30458 -0.16979 -2.01608 0.275
H -1.57377 -1.87181 -2.50405 0.380
H 2.02307 -2.79864 -2.23553 0.455
H 3.73914 -3.03225 -1.88335 0.457
H 3.96226 -1.16733 -3.27895 0.379
H 2.33407 -0.55646 -2.89683 0.347
H 0.25061 0.80624 0.48444 0.557
```

This record from the OMol25 dataset describes a single C23H30N4O4S molecule. The level of theory is wB97M-V/def2-TZVPD.

The value obtained for the gap between HOMO and LUMO is 9.0457 eV. The value obtained for the HOMO energy is -8.531 eV. The total charge is 0. The SMILES is CCOc1ccc(N(CC(=O)NC2CCCCC2)C(=O)CCC(=O)Nc2nccs2)cc1. Its energy above the lowest of the compared OMol25 structures with the same formula, charge and spin is 21.68 kcal/mol.

Structure (XYZ):
```
62
Properties=species:S:1:pos:R:3:mulliken_charge:R:1
C 2.10370 -5.41943 5.58150 -1.441
C 1.38141 -4.81818 4.38639 -0.279
O 1.80600 -3.47383 4.26187 -0.421
C 1.27650 -2.69903 3.28590 0.765
C 1.71237 -1.37044 3.26172 -0.695
C 1.23918 -0.49236 2.31274 -0.502
C 0.32516 -0.93035 1.35949 -1.066
N -0.19522 -0.01748 0.40082 0.936
C -1.21799 0.90067 0.88155 -0.845
C -2.60555 0.25356 0.73448 0.473
O -3.23971 -0.16452 1.68130 -0.688
N -2.99860 0.18659 -0.54502 0.152
C -4.17921 -0.53866 -0.96983 -0.215
C -4.62264 -0.04562 -2.34633 -1.177
C -3.62656 -0.43751 -3.43733 -0.293
C -3.39806 -1.94601 -3.44274 -1.008
C -2.89441 -2.40702 -2.07847 0.302
C -3.90821 -2.04932 -0.99601 -1.062
C 0.12989 -0.02791 -0.90057 0.575
O -0.45239 0.66455 -1.72782 -0.831
C 1.31334 -0.89541 -1.30855 -1.116
C 2.62380 -0.27931 -0.78439 -0.978
C 2.49050 1.22899 -0.71426 0.443
O 2.44433 1.85022 0.32695 -0.658
N 2.39771 1.85063 -1.92082 -0.002
C 2.16634 3.19973 -2.02835 0.521
N 2.06130 3.81059 -3.15846 -0.658
C 1.82943 5.13317 -2.96883 -0.532
C 1.76146 5.53256 -1.67529 -0.281
S 1.99844 4.19479 -0.60790 0.008
C -0.11643 -2.24343 1.38009 -0.176
C 0.35687 -3.12881 2.33314 -0.570
H 3.17824 -5.37329 5.42754 0.330
H 1.85888 -4.86134 6.48081 0.332
H 1.80496 -6.45557 5.71123 0.416
H 1.62832 -5.37729 3.47288 0.352
H 0.29449 -4.85642 4.54042 0.380
H 2.42286 -1.05232 4.00764 0.453
H 1.58052 0.53165 2.28955 0.547
H -1.02707 1.11424 1.93324 0.560
H -1.16418 1.81939 0.29210 0.485
H -2.35569 0.50619 -1.26054 0.195
H -4.95802 -0.33703 -0.22413 0.360
H -5.59568 -0.48661 -2.57197 0.464
H -4.74221 1.03917 -2.32190 0.359
H -2.67238 0.06946 -3.27878 0.129
H -4.01013 -0.11556 -4.40757 0.362
H -4.33577 -2.45763 -3.67315 0.365
H -2.67364 -2.20833 -4.21650 0.391
H -1.93870 -1.92149 -1.86548 -0.378
H -2.72721 -3.48669 -2.08531 0.440
H -3.54905 -2.35608 -0.01180 0.399
H -4.84773 -2.57083 -1.18864 0.482
H 1.31431 -0.93133 -2.39961 0.655
H 1.20127 -1.90908 -0.92490 0.372
H 2.83143 -0.63620 0.22472 0.326
H 3.45621 -0.55300 -1.43443 0.572
H 2.37622 1.33047 -2.78626 0.284
H 1.71955 5.76098 -3.83391 0.432
H 1.59093 6.51678 -1.29097 0.396
H -0.84238 -2.57667 0.65255 0.414
H -0.00723 -4.14363 2.32806 0.447
```

This record from the OMol25 dataset describes a single C23H30N4O5 molecule. The level of theory is wB97M-V/def2-TZVPD.

The value obtained for the gap between HOMO and LUMO is 8.8920 eV. The value obtained for the HOMO energy is -8.257 eV. The total charge is 0. The SMILES is COc1cc(CC(=O)N2CCC(n3nccc3NC(=O)C3CC3)CC2)cc(OC)c1OC. Its energy above the lowest of the compared OMol25 structures with the same formula, charge and spin is 57.10 kcal/mol.

Structure (XYZ):
```
62
Properties=species:S:1:pos:R:3:mulliken_charge:R:1
C 0.33449 2.19747 5.17141 -0.953
O 1.28639 2.90982 4.41904 -0.447
C 1.95190 2.25446 3.42350 0.845
C 1.77472 0.91255 3.13565 -0.595
C 2.46842 0.32009 2.08646 -0.203
C 2.24955 -1.14100 1.80107 -1.040
C 0.76281 -1.47796 1.76400 0.925
O 0.24246 -2.12936 2.65221 -0.707
N 0.04477 -0.98720 0.72976 0.191
C 0.54765 -0.27913 -0.42343 -0.430
C 0.45025 -1.16743 -1.66547 -0.705
C -1.00533 -1.57739 -1.87550 -0.198
N -1.11842 -2.45002 -3.02348 1.092
N -0.03789 -3.03510 -3.53476 -1.209
C -0.45519 -3.82677 -4.50191 -0.434
C -1.84470 -3.76792 -4.63053 -0.828
C -2.23886 -2.86294 -3.66128 0.406
N -3.54757 -2.49044 -3.33877 -0.125
C -4.02185 -1.22361 -3.13183 0.432
O -3.31014 -0.24029 -3.11196 -0.706
C -5.49104 -1.16781 -2.90228 -0.030
C -5.99617 -0.10679 -1.95462 -0.609
C -6.21939 0.05087 -3.41521 -0.651
C -1.52679 -2.28099 -0.61623 -0.442
C -1.34627 -1.36428 0.59312 -1.226
C 3.33495 1.08392 1.33519 -0.874
C 3.54336 2.43915 1.61294 0.210
O 4.42488 3.03117 0.76398 -0.430
C 4.76904 4.39367 0.88498 -0.742
C 2.85350 3.03653 2.67100 1.009
O 3.00467 4.38502 2.94998 -0.562
C 3.55062 4.69245 4.21718 -0.742
H -0.46245 1.79855 4.53691 0.363
H 0.79529 1.37868 5.73288 0.364
H -0.08663 2.92075 5.86846 0.248
H 1.09501 0.30624 3.71079 0.585
H 2.73861 -1.43736 0.87316 0.365
H 2.67215 -1.73414 2.61609 0.334
H -0.07105 0.61498 -0.56761 0.218
H 1.57053 0.04797 -0.25984 0.179
H 1.05998 -2.06224 -1.53781 0.254
H 0.81448 -0.63157 -2.54103 0.460
H -1.60939 -0.68347 -2.07012 0.120
H 0.24615 -4.40427 -5.06989 0.455
H -2.47064 -4.29275 -5.32262 0.420
H -4.22729 -3.21598 -3.51687 0.251
H -6.01259 -2.11616 -2.92385 0.440
H -5.24808 0.51914 -1.49293 0.225
H -6.82949 -0.35802 -1.31691 0.292
H -5.62097 0.78177 -3.93705 0.221
H -7.21154 -0.08843 -3.81571 0.291
H -0.96424 -3.20405 -0.45987 0.238
H -2.58246 -2.53306 -0.72915 0.440
H -1.94983 -0.45876 0.46591 0.377
H -1.64500 -1.87317 1.51106 0.524
H 3.89627 0.65983 0.51687 0.451
H 5.31379 4.59261 1.81146 0.265
H 5.42246 4.59502 0.03565 0.279
H 3.89044 5.03881 0.83687 0.286
H 2.88794 4.38697 5.02887 0.256
H 3.66959 5.77480 4.23106 0.269
H 4.52877 4.21510 4.35130 0.308
```

This record from the OMol25 dataset describes a single C23H30N6O3 molecule. The level of theory is wB97M-V/def2-TZVPD.

The value obtained for the gap between HOMO and LUMO is 8.7150 eV. The value obtained for the HOMO energy is -8.174 eV. The total charge is 0. The SMILES is CCC(C)(C)n1nnnc1[C@@H](c1ccc(OC)cc1)N1CCN(C(=O)c2ccco2)CC1. Its energy above the lowest of the compared OMol25 structures with the same formula, charge and spin is 111.70 kcal/mol.

Structure (XYZ):
```
62
Properties=species:S:1:pos:R:3:mulliken_charge:R:1
C -6.41629 -0.61000 0.27320 -1.227
C -5.92191 0.48285 -0.66800 -0.950
C -4.42717 0.38946 -1.02757 1.403
C -4.09113 1.49574 -2.03617 -1.719
C -4.10184 -0.99405 -1.60201 -1.814
N -3.65304 0.63811 0.18161 1.063
N -4.22466 1.17869 1.26044 -0.327
N -3.34161 1.30536 2.15579 -1.247
N -2.16688 0.87374 1.72692 0.157
C -2.33963 0.46158 0.49035 -1.035
C -1.27263 -0.11285 -0.38108 0.571
C 0.02716 0.66392 -0.25226 -0.028
C 0.64820 1.11492 -1.41550 0.200
C 1.84394 1.79742 -1.36907 -1.145
C 2.46145 2.05124 -0.14388 0.771
O 3.64518 2.71937 -0.20211 -0.465
C 4.30444 3.01521 1.00655 -0.809
C 1.83854 1.62319 1.02213 -0.525
C 0.63617 0.94052 0.96259 -0.764
N -1.22659 -1.55733 -0.13686 0.148
C -0.49680 -2.32809 -1.11344 -1.101
C 1.03322 -2.18394 -0.99657 -0.664
N 1.40501 -2.08290 0.39718 0.266
C 2.55412 -1.55704 0.88439 0.256
O 2.78823 -1.53281 2.08583 -0.742
C 3.56748 -1.01075 -0.03357 0.705
C 4.77280 -0.48100 0.35996 -0.618
C 5.43025 -0.06072 -0.81288 -0.583
C 4.58688 -0.36597 -1.83743 -0.584
O 3.46704 -0.94372 -1.38255 -0.313
C 0.46308 -2.67103 1.32492 -1.046
C -0.91622 -1.99892 1.21649 -0.647
H -5.88078 -0.57114 1.21755 0.315
H -7.47207 -0.45560 0.48034 0.428
H -6.29651 -1.59853 -0.16218 0.297
H -6.10556 1.45189 -0.20316 0.462
H -6.48653 0.44099 -1.60156 0.491
H -4.61917 1.31664 -2.96897 0.411
H -4.39310 2.46527 -1.64566 0.406
H -3.02337 1.52994 -2.24239 0.291
H -4.95441 -1.35917 -2.16858 0.488
H -3.25029 -0.95926 -2.27463 0.386
H -3.87651 -1.70107 -0.80839 0.444
H -1.59616 -0.01219 -1.42282 0.901
H 0.18952 0.92997 -2.37887 0.380
H 2.32384 2.14452 -2.27076 0.462
H 3.70426 3.67937 1.63653 0.348
H 5.22501 3.52226 0.72188 0.249
H 4.54640 2.10519 1.56265 0.266
H 2.27845 1.80478 1.98864 0.382
H 0.16656 0.64773 1.88585 0.313
H -0.80696 -2.02975 -2.11761 0.387
H -0.78930 -3.37303 -0.97111 0.404
H 1.52284 -3.04955 -1.46468 0.648
H 1.34998 -1.28380 -1.52140 0.321
H 5.12213 -0.42171 1.36998 0.745
H 6.39108 0.40505 -0.88592 0.518
H 4.66808 -0.22866 -2.89789 0.523
H 0.38022 -3.74288 1.10777 0.361
H 0.87238 -2.54662 2.32799 0.398
H -0.98161 -1.14950 1.89391 0.360
H -1.68219 -2.72690 1.51767 0.424
```